Density functional theory data (ωB97M-V with the def2-TZVPD basis set) for a molecular structure, C34H53BrN2P2Ti at a distorted geometry.

The geometry in XYZ format:
```
93
Properties=species:S:1:pos:R:3:forces:R:3
N 1.951177 0.206184 -8.490181 -0.20 0.05 0.11
C 2.955823 0.626286 -7.718725 0.03 0.12 0.51
C 2.776613 1.042975 -6.387551 0.14 0.09 -0.57
C 1.480327 0.899100 -5.806962 -0.49 0.87 0.93
C 0.437497 0.490018 -6.667999 -0.44 -0.89 -0.56
C 0.707255 0.168346 -7.995369 -0.51 0.26 0.73
C 1.200911 1.024599 -4.396410 1.54 -0.35 -3.30
Ti 0.611238 0.873660 -1.933080 1.10 2.33 6.38
P -1.374384 -3.702067 3.336682 -0.98 -0.83 1.15
C 0.166737 0.236581 -3.789054 -0.98 -0.79 0.07
C 0.636213 -0.905801 -2.928225 0.40 -0.64 -1.10
C -0.192301 -1.798121 -2.197650 0.21 0.15 -0.16
C 0.228611 -2.304427 -0.958634 0.18 -0.05 0.02
C 1.499544 -1.995385 -0.400662 -0.11 0.54 0.31
C 2.354506 -1.193283 -1.160476 0.79 -0.36 -0.43
C 1.991264 -0.765145 -2.461258 0.26 -0.48 0.29
Br 2.141957 -2.569305 1.320601 -0.53 0.57 -1.58
H 1.910202 1.675036 -3.826166 0.16 -0.93 -0.30
H -0.881901 0.348687 -4.104944 0.62 -0.75 -0.51
H 3.636980 1.384321 -5.834336 0.06 0.09 0.20
H -0.571478 0.374490 -6.278189 0.17 0.07 -0.26
H 3.941713 0.626986 -8.193811 -0.28 0.09 0.31
H -0.128902 -0.137693 -8.635044 0.58 0.09 -0.01
H -1.109137 -2.159054 -2.675096 0.09 0.40 0.53
H 2.766032 -0.447700 -3.167839 -0.18 0.31 0.48
H -0.471961 -2.934778 -0.426950 0.09 -0.21 0.12
H 3.359128 -0.957416 -0.761465 -0.61 -0.23 -0.49
P -1.465824 1.139753 -0.666051 -1.97 0.45 0.69
C 0.200549 -4.536249 2.927666 0.39 0.54 -0.37
C 0.403318 -6.013018 3.242566 -0.19 -0.06 0.14
H 0.962975 -3.953835 3.461087 0.07 -0.06 -0.12
H 0.319721 -4.367784 1.851014 0.28 -0.19 0.12
H 1.418380 -6.295277 2.949172 -0.13 -0.02 0.02
H 0.301388 -6.216243 4.310755 -0.09 0.01 -0.13
H -0.291634 -6.646880 2.689567 -0.01 0.02 0.11
C -2.351511 -3.619800 1.788314 -0.03 -0.15 0.01
C -3.729493 -4.243695 2.085834 -0.24 -0.05 -0.38
H -1.811536 -4.176268 1.004816 -0.25 0.06 0.07
H -2.448125 -2.561605 1.490450 -0.02 -0.35 -0.08
H -4.277104 -4.436612 1.155614 0.02 0.01 0.19
H -3.620504 -5.197646 2.627113 -0.04 0.40 -0.25
H -4.343423 -3.572198 2.705110 0.26 -0.25 -0.12
C -1.075682 -1.932946 3.737411 0.29 -0.04 -0.25
C -1.064214 -1.678056 5.243619 0.11 0.27 0.12
H -1.906446 -1.382565 3.270394 0.21 -0.10 0.07
H -0.132762 -1.649717 3.246389 -0.03 0.41 0.07
H -1.182909 -0.610382 5.453378 0.00 -0.03 0.04
H -1.886845 -2.201588 5.744288 0.21 0.09 -0.15
H -0.126355 -1.996235 5.707358 -0.12 -0.13 -0.02
C -1.579697 2.282362 0.770029 1.00 0.19 0.28
C -2.891344 3.051026 0.980007 -0.27 0.16 -0.12
H -0.734776 2.977289 0.672137 -0.16 -0.09 0.24
H -1.380297 1.645213 1.646784 0.07 0.08 -0.26
H -2.915780 3.991439 0.412934 -0.01 -0.34 0.09
H -3.797614 2.479431 0.736575 0.26 0.14 0.09
H -2.959909 3.319819 2.042895 0.00 -0.07 -0.30
C -2.717673 -0.100535 -0.138273 0.33 -0.56 -0.09
C -3.452943 -0.831695 -1.250806 -0.29 -0.15 -0.12
H -3.438333 0.441970 0.493277 0.35 -0.01 -0.18
H -2.192849 -0.813024 0.516024 -0.11 0.19 -0.09
H -4.060572 -0.149625 -1.858365 0.18 -0.17 0.08
H -2.767368 -1.384447 -1.904616 -0.34 0.13 0.15
H -4.150420 -1.550696 -0.799413 0.22 0.12 -0.18
C -2.269540 2.092292 -2.012046 -0.15 -0.36 -0.29
C -1.632132 3.446140 -2.291384 -0.25 0.32 0.00
H -3.307369 2.203990 -1.671277 0.12 0.09 -0.11
H -2.310106 1.479106 -2.927642 -0.16 0.18 0.32
H -0.658285 3.376116 -2.791771 -0.01 0.00 -0.08
H -2.298263 4.003788 -2.957141 0.25 0.02 0.03
H -1.500604 4.041951 -1.381814 0.02 -0.11 -0.19
C 0.998434 2.537300 3.815622 -0.29 0.25 0.15
N 2.166176 1.627677 3.676792 0.36 0.17 -0.77
C 2.236384 0.653456 4.805272 0.05 -0.29 0.18
C 2.210687 0.955139 2.301054 0.12 -0.19 0.56
C 2.335230 1.956964 1.177120 0.31 0.97 -0.22
C 3.068764 3.146328 1.386428 -0.21 -0.53 0.22
C 3.046951 4.192351 0.464378 -0.12 0.02 -0.97
C 2.405890 4.032493 -0.768504 -0.06 0.12 -0.17
C 1.775732 2.809559 -1.031373 0.37 -0.42 1.01
C 1.715212 1.786290 -0.075556 -1.25 -0.58 -1.94
H 0.078752 1.966393 3.661262 0.20 0.00 0.08
H 1.072732 3.340088 3.082212 -0.05 -0.10 0.12
H 1.008896 2.955472 4.823888 -0.05 -0.02 -0.15
H 3.013354 2.212769 3.734691 -0.35 -0.27 0.14
H 1.367265 -0.014898 4.757180 0.20 0.21 0.02
H 3.165606 0.084614 4.704552 -0.20 0.07 0.14
H 2.230903 1.223254 5.744564 0.03 -0.29 -0.29
H 3.051792 0.254010 2.338098 -0.03 0.18 -0.02
H 1.303019 0.351764 2.220678 0.00 0.14 -0.01
H 3.669037 3.299693 2.303509 -0.41 -0.03 -0.59
H 3.545672 5.135988 0.675319 -0.03 -0.23 0.01
H 2.365759 4.812920 -1.521192 0.19 0.15 0.27
H 1.268004 2.720218 -2.049180 0.35 0.55 0.30
```
Positions in Å, forces in eV/Å.

Computed properties:
**Gap between HOMO and LUMO (alpha / beta)**: 2.0 / 2.0 eV
**Max |F|**: 6.878 eV/Å
**Charge**: +4
**E_tot**: -5541.289713 a.u.
**Molecular weight**: 679.53 g/mol
**E_LUMO (alpha / beta)**: -13.94 / -13.94 eV

***

Density functional theory data (ωB97M-V with the def2-TZVPD basis set) for 14 unconnected molecules or ions with the total composition CH32N2O13 at a distorted geometry.

The geometry in XYZ format:
```
48
Properties=species:S:1:pos:R:3:forces:R:3
N 0.495389 -0.973438 -1.814137 0.32 -1.24 0.05
C 0.362447 -1.391902 -0.408319 1.01 0.16 -0.89
N -0.773436 -0.902288 0.357473 -0.05 -0.43 0.02
H 0.133898 -1.689298 -2.431030 -0.10 0.08 0.05
H 0.121136 -0.100772 -2.140146 -0.23 0.34 0.55
H 0.500839 -2.494369 -0.429604 -0.84 0.46 0.19
H 1.302416 -1.096046 0.075141 -0.49 0.33 0.32
H -0.653605 0.051659 0.660692 0.54 -0.03 -0.13
H -1.674567 -0.896043 -0.116774 0.36 -0.67 -0.40
H -4.328992 -1.582769 -0.431963 0.26 0.50 0.27
H -3.776178 -2.907974 -0.660332 0.47 -0.27 0.35
O -3.670877 -2.176464 -0.037229 -0.68 -0.08 -0.65
H 0.071446 1.081708 -4.228310 0.12 0.02 0.08
H -0.875014 -0.095283 -4.318547 -0.09 -0.02 0.03
O -0.651373 0.653298 -3.755201 -0.07 0.21 -0.76
H 1.726537 1.595390 -1.201218 0.21 0.11 0.21
H 2.985967 2.323251 -1.708555 -0.35 -0.04 0.19
O 2.377442 1.601887 -1.914478 0.22 0.28 -0.43
H 4.440546 -0.731362 -0.575688 -0.32 -0.23 0.37
H 4.623987 -1.354766 0.889229 0.08 0.09 -0.43
O 3.985213 -1.010196 0.252733 0.26 -0.13 0.15
H 0.448898 2.024067 0.829342 0.27 0.28 0.15
H 1.299522 3.268641 1.017828 0.19 -0.04 -0.01
O 0.664285 2.880473 0.411812 -0.34 -0.21 -0.41
H -4.081784 0.536074 -2.594837 0.07 -0.07 0.56
H -3.242043 0.896650 -1.369313 0.21 0.16 -0.13
O -3.995665 0.357565 -1.643234 -0.19 -0.03 -0.44
H -2.981623 -0.402242 1.430336 -0.24 -0.29 0.05
H -2.549937 -1.041185 2.767591 0.08 0.04 -0.35
O -2.764275 -0.179499 2.339627 -0.38 0.58 0.20
H -1.295874 2.467844 -2.465558 0.12 -0.10 -0.07
H -0.844673 2.473973 -0.978176 -0.32 0.06 -0.40
O -1.507802 2.114865 -1.599732 0.11 0.15 0.89
H -1.073816 -2.051722 2.054698 0.56 0.40 0.14
H -0.896425 -2.003959 3.652417 0.70 0.13 -0.44
O -1.429826 -2.314969 2.920221 -1.08 -0.95 0.32
H 0.411391 0.061299 3.737901 -0.20 0.04 -0.42
H 1.683421 -0.703424 3.918493 -0.32 -0.28 -0.46
O 0.845739 -0.744855 3.419095 0.50 0.12 1.18
H -1.014455 2.147489 2.224793 0.35 -0.27 0.14
H -1.292863 0.658978 2.208870 -0.29 -0.17 0.42
O -0.540018 1.297084 2.236017 -0.53 0.73 0.08
H 3.382675 -1.050195 -2.420099 -0.20 0.16 0.05
H 3.889052 0.382490 -2.586011 -0.18 -0.62 0.26
O 4.195119 -0.529524 -2.425376 0.32 0.30 -0.24
H 1.523555 0.231255 1.885119 0.70 0.77 0.11
H 2.886511 -0.008373 1.287185 -0.07 1.04 -0.12
O 2.337037 0.737014 1.641219 -0.44 -1.38 -0.16
```
Positions in Å, forces in eV/Å.

Computed properties:
**Gap between HOMO and LUMO**: 8.8 eV
**Max |F|**: 1.469 eV/Å
**Charge**: 0
**E_tot**: -1144.933632 a.u.
**Relative energy (zero: lowest compared OMol25 entry of this formula, charge and spin)**: 0.0 kcal per mole
**Molecular weight**: 280.27 g/mol
**E_LUMO**: 0.18 eV

***

Density functional theory data (ωB97M-V with the def2-TZVPD basis set) for 11 unconnected molecules or ions with the total composition ClH20O14 at a distorted geometry.

The geometry in XYZ format:
```
35
Properties=species:S:1:pos:R:3:forces:R:3
Cl -1.855300 0.116518 -0.544779 0.90 0.82 -2.85
O -1.510603 -1.177920 -1.180922 -0.64 1.58 1.01
O -3.083946 0.674565 -1.183381 1.02 -1.33 1.45
O -1.925556 -0.025529 0.883714 -0.83 -0.27 0.12
O -0.805419 1.120396 -0.828789 -0.73 -1.00 0.31
O 1.822703 -0.995597 3.462103 0.58 0.95 -2.09
H 0.924595 -1.322890 3.532693 -0.60 -0.18 0.14
H 1.852108 -0.639641 2.513341 -0.03 -0.78 1.96
O 0.416840 1.621796 1.712466 0.27 1.07 -2.08
H -0.279462 1.565905 1.017088 0.93 0.21 -0.19
H -0.025073 1.173240 2.384072 -0.79 -1.29 2.27
O 1.598763 -4.676392 2.090750 0.95 0.82 1.40
H 1.551794 -4.200741 1.270744 -0.42 0.34 -1.10
H 2.077272 -3.993002 2.625522 -0.60 -1.00 -0.30
O -4.344619 1.103079 -4.115082 0.69 0.91 1.98
H -4.183187 0.629136 -3.257005 -0.17 0.17 -1.12
H -4.038105 2.002145 -3.815004 -0.38 -1.06 -0.75
O -0.863670 -2.269374 3.084569 -0.06 0.44 -0.24
H -0.193356 -2.549139 2.439440 -0.33 -0.07 -0.15
H -1.458856 -1.678153 2.583734 0.46 -0.37 0.13
O 2.357343 2.120689 -2.129681 0.46 1.40 0.42
H 2.342444 3.081496 -2.384521 -0.04 -1.55 0.46
H 2.680394 2.099872 -1.194414 -0.33 -0.05 -0.73
O 1.653880 -0.825788 -2.342534 0.50 -0.55 0.35
H 0.925234 -0.933499 -2.949140 -0.35 0.17 -0.11
H 1.985265 0.068925 -2.452443 -0.16 0.43 -0.04
O 0.823823 -2.310204 0.367875 1.07 1.10 -0.96
H 1.500098 -1.737424 -0.093821 -0.63 -0.85 0.73
H 0.083460 -2.096671 -0.221700 -0.46 -0.18 0.17
O -2.825653 3.572738 -1.658574 0.00 -1.52 0.23
H -2.429590 2.658278 -1.520513 -0.56 1.48 -0.19
H -3.749233 3.437845 -1.381160 0.56 0.07 -0.10
O 3.094246 1.331479 0.716679 -0.56 0.41 1.19
H 2.191187 1.392041 1.148103 0.73 -0.03 -0.63
H 3.690173 1.661821 1.420586 -0.43 -0.29 -0.69
```
Positions in Å, forces in eV/Å.

Computed properties:
**Gap between HOMO and LUMO**: 10.5 eV
**Max |F|**: 3.100 eV/Å
**Charge**: -1
**E_tot**: -1525.417427 a.u.
**Relative energy (zero: lowest compared OMol25 entry of this formula, charge and spin)**: 0.2 kcal per mole
**Molecular weight**: 279.60 g/mol
**E_LUMO**: 2.73 eV

***

Question: charge of number 3 (ClH20O14)?
Answer: -1

***

Question: charge of number 3 (ClH20O14)?
Answer: -1

***

Question: Which of these has the lowest max |F|?
Answer: CH32N2O13